No. 1
113
Properties=species:S:1:pos:R:3 method="wB97M-V/def2-TZVPD" e_lumo_ha=-0.1753 total_energy_ha=-4434.70070 homo_energy_ev=-13.02 homo_lumo_gap_ev=8.25 relative_energy_kcal_mol=1.6 spin_multiplicity=1 total_charge=+2
Sc -0.281 0.621 0.169
O -1.329 -1.177 2.539
C -1.349 -0.556 3.781
C -2.375 -0.746 4.692
C -2.309 -0.083 5.909
C -1.244 0.763 6.200
C -0.257 0.978 5.253
C -0.303 0.322 4.025
P 0.854 0.675 2.659
C 2.345 -0.294 2.995
C 3.502 -0.052 2.251
C 4.648 -0.794 2.487
C 4.642 -1.798 3.450
C 3.490 -2.050 4.181
C 2.341 -1.300 3.956
C 1.312 2.415 2.980
C 0.360 3.394 2.679
C 0.596 4.724 2.987
C 1.795 5.092 3.588
C 2.748 4.128 3.883
C 2.508 2.790 3.585
C -1.711 -2.501 2.381
C -1.710 -3.411 3.428
C -2.112 -4.714 3.180
C -2.500 -5.111 1.904
C -2.441 -4.203 0.864
C -2.034 -2.887 1.087
P -1.657 -1.754 -0.295
C -3.166 -1.772 -1.316
C -3.115 -1.399 -2.663
C -4.270 -1.365 -3.429
C -5.495 -1.689 -2.855
C -5.560 -2.037 -1.515
C -4.402 -2.078 -0.746
C -0.378 -2.725 -1.183
C -0.641 -3.620 -2.217
C 0.387 -4.395 -2.744
C 1.680 -4.279 -2.246
C 1.951 -3.381 -1.222
C 0.925 -2.608 -0.698
H -3.203 -1.409 4.467
H -3.101 -0.229 6.635
H -1.196 1.266 7.157
H 0.546 1.679 5.456
H 3.513 0.732 1.504
H 5.551 -0.589 1.922
H 5.539 -2.378 3.636
H 3.484 -2.826 4.936
H 1.450 -1.494 4.541
H -0.577 3.115 2.217
H -0.150 5.478 2.755
H 1.985 6.133 3.826
H 3.683 4.414 4.354
H 3.255 2.041 3.825
H -1.406 -3.113 4.423
H -2.118 -5.428 3.996
H -2.826 -6.128 1.723
H -2.692 -4.520 -0.143
H -2.165 -1.139 -3.107
H -4.220 -1.086 -4.476
H -6.397 -1.671 -3.457
H -6.513 -2.286 -1.064
H -4.466 -2.357 0.299
H -1.649 -3.732 -2.603
H 0.173 -5.103 -3.537
H 2.477 -4.891 -2.655
H 2.955 -3.293 -0.823
H 1.151 -1.937 0.121
Cl 5.964 4.503 -3.703
C 4.731 3.764 -2.759
C 4.983 2.538 -2.152
C 3.981 1.931 -1.420
C 2.743 2.556 -1.286
C 2.511 3.798 -1.871
C 3.505 4.404 -2.619
C 1.661 1.863 -0.586
O 1.767 0.625 -0.290
O 0.554 2.449 -0.285
H 5.955 2.072 -2.263
H 4.146 0.963 -0.957
H 1.548 4.281 -1.742
H 3.344 5.367 -3.089
N -5.894 3.691 0.619
C -4.727 3.032 0.525
C -4.551 1.756 1.098
C -3.346 1.131 0.972
N -2.288 1.665 0.329
C -2.451 2.890 -0.210
C -3.619 3.591 -0.142
H -6.687 3.280 1.079
H -6.018 4.595 0.199
H -5.359 1.269 1.632
H -3.200 0.150 1.410
H -1.593 3.310 -0.712
H -3.684 4.570 -0.601
N -0.371 0.404 -2.060
C 0.134 0.286 -3.101
N 0.628 0.130 -4.296
C 0.367 -1.110 -5.076
C 1.671 -1.874 -5.238
C 2.821 -0.951 -5.725
C 2.343 0.472 -6.029
C 1.642 1.097 -4.834
H -0.053 -0.816 -6.035
H -0.383 -1.700 -4.555
H 1.501 -2.698 -5.932
H 1.926 -2.318 -4.275
H 3.288 -1.367 -6.617
H 3.601 -0.902 -4.963
H 1.683 0.478 -6.898
H 3.188 1.112 -6.281
H 1.145 2.026 -5.106
H 2.360 1.310 -4.048

No. 2
105
Properties=species:S:1:pos:R:3 method="wB97M-V/def2-TZVPD" e_lumo_ha=0.0050 total_energy_ha=-2371.58172 homo_energy_ev=-9.43 homo_lumo_gap_ev=9.57 spin_multiplicity=1 smiles="COC[C@H](C)N.COC[C@H](C)N.COC[C@H](C)N.NC(N)=O.NC(N)=O.NC(N)=O.NC(N)=O.NC(N)=O.NC(N)=O.O.O"
C 6.224 2.109 2.314
O 5.042 2.080 2.991
C 4.073 2.448 2.107
C 2.706 2.229 2.636
C 2.327 0.773 2.654
N 1.771 3.024 1.973
H 6.238 1.485 1.406
H 7.006 1.882 3.040
H 6.358 3.184 2.111
H 4.148 3.542 1.940
H 4.158 1.952 1.116
H 2.875 2.608 3.685
H 3.161 0.232 3.104
H 2.342 0.261 1.672
H 1.481 0.467 3.265
H 2.187 3.895 1.868
H 0.876 3.117 2.419
C -1.474 1.741 2.832
O -2.141 0.483 2.757
C -3.208 0.447 3.683
C -4.001 -0.917 3.565
C -4.980 -0.978 2.418
N -4.716 -1.199 4.756
H -1.254 2.026 3.896
H -2.054 2.533 2.325
H -0.507 1.721 2.333
H -2.809 0.559 4.689
H -3.959 1.240 3.523
H -3.253 -1.730 3.374
H -4.500 -0.813 1.483
H -5.777 -0.303 2.692
H -5.462 -1.959 2.420
H -5.669 -1.472 4.530
H -4.296 -1.927 5.366
C -4.766 -2.958 -0.126
O -3.678 -2.498 -0.910
C -2.820 -3.525 -1.378
C -1.892 -3.026 -2.543
C -0.807 -4.081 -2.615
N -1.364 -1.667 -2.242
H -5.444 -2.102 0.044
H -4.432 -3.263 0.887
H -5.339 -3.758 -0.596
H -2.113 -3.868 -0.575
H -3.402 -4.399 -1.548
H -2.514 -3.013 -3.446
H -0.194 -3.889 -3.447
H -1.169 -5.130 -2.710
H -0.202 -4.011 -1.698
H -1.292 -1.052 -3.061
H -0.397 -1.723 -1.936
N 2.888 -3.763 -1.444
C 3.169 -2.601 -2.137
N 2.177 -1.739 -2.059
O 4.192 -2.532 -2.853
H 3.723 -4.269 -1.358
H 2.091 -3.833 -0.817
H 1.564 -1.846 -1.266
H 2.221 -0.831 -2.512
N -1.531 3.109 -1.918
C -1.983 4.469 -1.836
N -3.056 4.512 -1.045
O -1.451 5.372 -2.449
H -2.006 2.538 -1.260
H -0.559 2.937 -2.013
H -3.643 5.272 -1.353
H -3.579 3.677 -0.796
N 5.024 1.983 -4.205
C 4.712 0.802 -3.542
N 5.569 -0.245 -3.661
O 3.768 0.786 -2.723
H 4.285 2.665 -4.096
H 5.466 1.956 -5.123
H 5.689 -0.368 -4.664
H 5.098 -1.156 -3.421
N -0.919 -2.088 1.624
C 0.200 -2.723 1.577
N 0.821 -2.988 2.782
O 0.728 -3.044 0.504
H -1.396 -1.869 0.721
H -1.240 -1.526 2.396
H 1.800 -2.910 2.597
H 0.512 -2.345 3.506
N -5.044 0.265 -1.813
C -4.321 0.956 -0.826
N -3.212 0.365 -0.491
O -4.681 2.085 -0.527
H -4.914 -0.663 -2.151
H -5.711 0.778 -2.334
H -2.566 0.822 0.161
H -2.796 -0.380 -1.048
N 0.145 0.532 -0.234
C 0.758 1.100 -1.237
N 1.520 2.182 -0.976
O 0.591 0.765 -2.391
H -0.514 -0.191 -0.338
H 0.608 0.536 0.665
H 1.999 2.644 -1.745
H 1.388 2.684 -0.101
O 2.317 3.253 -3.750
H 1.484 3.700 -3.925
H 2.075 2.351 -3.516
O 5.294 -0.623 0.493
H 5.783 -0.781 -0.289
H 4.372 -0.555 0.174

No. 3
20
Properties=species:S:1:pos:R:3 method="wB97M-V/def2-TZVPD" e_lumo_ha=-0.2557 total_energy_ha=-418.91923 homo_energy_ev=-18.64 homo_lumo_gap_ev=11.68 relative_energy_kcal_mol=51.9 spin_multiplicity=1 total_charge=+2 smiles="[NH3+]CC[C@@H]([NH3+])C(=O)O"
N -0.882 2.374 0.224
C -0.437 1.448 1.435
C -0.868 -0.016 1.027
C 0.132 -0.901 0.522
N -0.313 -2.360 0.253
C 0.684 -0.418 -0.844
O 0.160 -0.657 -1.903
O 1.781 0.280 -0.933
H -0.979 3.421 0.352
H -0.210 2.245 -0.512
H -1.774 2.284 -0.093
H 0.585 1.421 1.677
H -0.866 1.960 2.359
H -1.129 -0.440 2.071
H -1.800 0.084 0.526
H 1.087 -0.918 1.282
H -0.500 -2.588 -0.717
H 0.439 -3.080 0.597
H -1.129 -2.730 0.851
H 2.049 0.581 -1.884

No. 4
54
Properties=species:S:1:pos:R:3 method="wB97M-V/def2-TZVPD" e_lumo_ha="-0.0270 / -0.0269" total_energy_ha=-2291.48487 homo_energy_ev="-5.56 / -5.56" homo_lumo_gap_ev="4.82 / 4.83" spin_multiplicity=1
Ti -0.218 -0.104 -0.039
P -0.797 0.406 -2.656
P 0.535 -0.843 2.401
N 1.518 0.184 -0.246
H -0.019 -0.708 -1.609
C -0.752 2.248 -2.836
H -1.135 2.525 -3.833
H 0.288 2.599 -2.767
H -1.355 2.772 -2.078
C -2.480 -0.022 -3.262
H -2.631 0.448 -4.248
H -3.267 0.338 -2.574
H -2.552 -1.115 -3.375
C 0.431 -0.241 -3.867
H 0.101 -0.074 -4.905
H 0.560 -1.319 -3.687
H 1.366 0.311 -3.676
C 1.080 0.563 3.429
H 1.454 0.173 4.387
H 0.236 1.240 3.615
H 1.878 1.108 2.908
C -0.589 -1.694 3.565
H -0.134 -1.704 4.564
H -0.749 -2.723 3.221
H -1.552 -1.168 3.605
C 2.030 -1.891 2.427
H 2.285 -2.127 3.468
H 2.854 -1.348 1.950
H 1.830 -2.813 1.869
C 2.732 -0.124 -0.727
C 4.956 0.591 -1.444
C 3.691 0.905 -0.959
C 3.069 -1.484 -1.080
C 4.337 -1.764 -1.562
C 5.273 -0.746 -1.737
H 5.666 1.391 -1.589
H 3.350 1.926 -0.771
H 2.276 -2.249 -0.986
H 4.579 -2.810 -1.802
H 6.258 -0.987 -2.097
C -2.310 1.832 1.411
O -1.102 1.374 1.090
C -2.765 3.044 0.701
H -3.776 2.868 0.321
H -2.063 3.271 -0.109
H -2.814 3.949 1.338
C -3.175 0.853 2.111
H -3.069 0.913 3.215
H -2.828 -0.193 1.866
H -4.239 1.014 1.859
C -1.086 -2.029 0.003
H -0.567 -2.640 0.752
H -1.117 -2.511 -0.996
H -2.108 -1.824 0.351

No. 5
15
Properties=species:S:1:pos:R:3 method="wB97M-V/def2-TZVPD" e_lumo_ha="0.0305 / -0.0230" total_energy_ha=-486.14382 homo_energy_ev="-6.04 / -10.74" homo_lumo_gap_ev="6.87 / 10.12" spin_multiplicity=3 s2=2.007
C 0.000 0.594 -0.485
C -0.829 -2.449 0.035
C 0.746 2.643 0.414
C 0.439 -1.696 0.249
N -0.967 0.678 -1.229
O 0.864 1.224 0.244
F 0.866 -1.554 1.515
F 1.487 -2.077 -0.508
H -0.624 -3.498 -0.185
H -1.441 -2.376 0.930
H -1.372 -2.014 -0.802
H 1.649 2.956 0.930
H -0.130 2.872 1.025
H 0.667 3.149 -0.550
H -1.355 1.548 -1.583

No. 6
92
Properties=species:S:1:pos:R:3 method="wB97M-V/def2-TZVPD" e_lumo_ha=0.0071 total_energy_ha=-13788.47414 homo_energy_ev=-7.84 homo_lumo_gap_ev=8.03 relative_energy_kcal_mol=185.8 spin_multiplicity=1
N -0.294 1.447 3.242
P -1.579 0.899 2.415
N -1.523 -0.821 2.072
C -2.749 -1.356 1.456
C -3.962 -0.512 0.958
C -5.212 -1.193 0.321
C -5.367 -2.733 0.163
C -4.149 -3.592 0.652
C -2.904 -2.914 1.260
S -1.413 -3.901 1.809
C -0.025 -2.802 1.204
C 1.245 -3.391 0.548
C 2.317 -2.400 0.041
C 2.144 -0.862 0.166
C 0.840 -0.329 0.863
C -0.284 -1.261 1.407
H 0.348 0.637 3.380
H -1.761 1.587 1.160
H -2.707 1.105 3.294
H -3.954 0.622 1.015
H -6.057 -0.525 -0.043
H -6.262 -3.257 -0.299
H -4.131 -4.741 0.579
H 1.363 -4.530 0.427
H 3.253 -2.869 -0.442
H 2.913 -0.099 -0.224
H 0.765 0.801 0.961
C 0.264 3.981 5.933
Cl -1.265 4.549 6.618
Cl 1.434 5.300 5.803
H 0.674 3.206 6.579
H 0.078 3.572 4.940
C 5.272 2.093 0.344
Cl 4.856 1.729 -1.336
Cl 3.821 2.266 1.337
H 5.878 1.281 0.742
H 5.835 3.024 0.376
C -1.290 -7.706 1.633
Cl -2.657 -7.199 0.633
Cl 0.248 -7.242 0.897
H -1.372 -7.232 2.610
H -1.316 -8.789 1.744
C 4.566 -1.692 3.367
Cl 3.197 -1.199 2.358
Cl 6.104 -1.222 2.628
H 4.482 -1.213 4.341
H 4.547 -2.775 3.485
C -6.504 1.886 2.461
Cl -5.818 2.918 1.200
Cl -5.230 1.267 3.515
H -7.210 2.467 3.053
H -7.018 1.046 1.994
C 1.572 -8.544 -2.877
Cl 0.908 -9.796 -1.821
Cl 2.315 -7.242 -1.940
H 2.327 -8.990 -3.523
H 0.768 -8.129 -3.483
C 2.233 3.733 -3.897
Cl 1.507 3.388 -2.323
Cl 3.275 2.406 -4.426
H 1.439 3.874 -4.630
H 2.829 4.642 -3.820
C -4.581 3.639 -2.439
Cl -4.246 4.443 -0.900
Cl -5.001 4.809 -3.695
H -3.693 3.089 -2.750
H -5.413 2.949 -2.305
C -3.032 -0.210 6.700
Cl -2.761 -0.586 4.995
Cl -1.599 -0.574 7.667
H -3.264 0.850 6.796
H -3.868 -0.805 7.066
C 5.864 0.066 -5.953
Cl 5.142 -0.285 -4.378
Cl 6.906 -1.258 -6.488
H 5.069 0.207 -6.683
H 6.459 0.975 -5.875
C -1.090 2.427 -4.860
Cl -0.948 3.793 -5.973
Cl -2.780 1.956 -4.635
H -0.539 1.581 -5.266
H -0.671 2.712 -3.895
C 10.312 0.064 -7.743
Cl 9.444 1.454 -7.081
Cl 12.021 0.105 -7.296
H 9.865 -0.849 -7.353
H 10.229 0.080 -8.829
C -5.889 7.335 1.507
Cl -6.576 6.097 2.566
Cl -5.158 8.644 2.443
H -5.124 6.879 0.879
H -6.681 7.746 0.883